1.
The following is a DFT calculation (wB97M-V/def2-TZVPD) of C3H2CaFO2 as an isolated structure at a distorted geometry.

```
9
Properties=species:S:1:pos:R:3:lowdin_charge:R:1
O -1.61 1.61 -0.23 0.125
C -0.62 0.92 0.02 -0.614
O 0.61 1.26 -0.13 -0.265
C -2.07 -1.10 -0.12 0.157
C -0.88 -0.56 0.10 -0.208
H -2.72 -0.66 -0.88 0.113
H -2.30 -2.12 0.19 0.093
F 0.29 -1.29 -0.17 -0.139
Ca 2.10 -0.08 -0.11 1.738
```

Calculated values
LUMO level = -5.8 eV
HOMO-LUMO gap = 7.7 eV
energy above the lowest of the compared OMol25 structures with the same formula, charge and spin = 11.3 kcal/mol
net charge = +1
HOMO level = -13.515 eV

---

2.
The following is a DFT calculation (wB97M-V/def2-TZVPD) of C3H2CdO3 as an isolated structure at a distorted geometry.

```
9
Properties=species:S:1:pos:R:3:lowdin_charge:R:1
O -0.65 1.48 -0.50 -0.174
C -0.13 2.40 0.14 0.087
H -0.73 3.31 0.30 0.142
H 0.85 2.23 0.61 0.131
O -0.36 -0.46 0.05 -0.222
Cd -0.11 -0.16 -1.87 1.692
O -0.18 -2.09 -0.31 -0.006
C 0.38 -2.88 0.41 -0.108
C 0.93 -3.83 1.17 0.458
```

Calculated values
LUMO level (spin up / spin down) = -12.4 / -12.5 eV
HOMO-LUMO gap (spin up / spin down) = 7.2 / 7.2 eV
energy above the lowest of the compared OMol25 structures with the same formula, charge and spin = 178.7 kcal/mol
net charge = +2
HOMO level (spin up / spin down) = -19.614 / -19.636 eV

---

3.
The following is a DFT calculation (wB97M-V/def2-TZVPD) of C3H2CdO4 as an isolated structure at a distorted geometry.

```
10
Properties=species:S:1:pos:R:3:lowdin_spin:R:1
H 1.13 -1.34 -0.94 0.004
C 1.53 -0.65 0.07 0.013
C 0.11 -0.89 0.21 0.007
O -0.54 0.26 0.21 0.085
C -2.04 0.41 -0.13 0.012
O -2.67 -0.62 -0.12 0.002
O -2.23 1.57 -0.45 0.050
Cd 0.67 1.99 0.41 0.677
O 1.99 0.63 0.02 0.145
H 2.07 -1.36 0.73 0.003
```

Calculated values
2S+1 = 2
LUMO level (spin up / spin down) = 4.2 / 2.8 eV
HOMO-LUMO gap (spin up / spin down) = 7.6 / 7.3 eV
energy above the lowest of the compared OMol25 structures with the same formula, charge and spin = 4.4 kcal/mol
net charge = -1
HOMO level (spin up / spin down) = -3.454 / -4.551 eV